1.
DFT (ωB97M-V with the def2-TZVPD basis set) results for C5H7N in the gas phase.

Structure (XYZ):
```
13
Properties=species:S:1:pos:R:3:forces:R:3:lowdin_charge:R:1
C -0.75518 -0.06291 -1.14273 0.1 0.0 -0.1 -0.192
C -0.86486 -0.90501 0.11442 0.1 0.0 0.2 -0.117
C -0.12027 -0.69426 1.16832 0.0 0.0 0.0 -0.125
C 0.65298 -0.42104 2.18296 -0.1 0.0 -0.1 0.013
N 1.35396 1.25875 -1.25138 -0.4 -0.2 0.0 0.094
C 0.13678 1.13435 -0.91996 0.2 0.1 0.0 -0.281
H -1.76062 0.27608 -1.42522 0.1 0.0 0.0 0.109
H -0.37667 -0.66793 -1.97801 0.0 0.1 0.2 0.110
H -1.60584 -1.70315 0.12337 0.1 0.1 0.0 0.105
H 1.61860 -0.90540 2.29911 -0.1 0.1 0.0 0.062
H 0.36314 0.31247 2.93090 0.0 -0.1 -0.1 0.062
H 1.67549 0.41235 -1.73156 0.0 0.1 0.0 0.049
H -0.31753 1.96571 -0.37022 0.0 -0.1 -0.1 0.110
```
Positions in Å, forces in eV/Å.

Calculated values
E_HOMO	-0.3591	Ha
Kohn-Sham gap	10.74	eV
ΔE to the lowest compared entry with this formula, charge and spin	51.79	kcal per mole
structure (SMILES)	[H]/N=C\CC=C=C
multiplicity	1

=====

2.
DFT (ωB97M-V with the def2-TZVPD basis set) results for 2 unconnected molecules or ions with the total composition C2H3ClO in a non-equilibrium geometry.

Structure (XYZ):
```
7
Properties=species:S:1:pos:R:3:forces:R:3:lowdin_charge:R:1
C -0.39535 0.83527 -0.10558 -1.8 -0.6 0.1 -0.282
C 0.63151 -0.22435 -0.06574 2.3 -1.2 1.5 -0.124
O -0.83218 1.89239 -0.19829 1.1 -1.8 0.1 0.229
Cl -2.23758 -0.93693 0.24040 1.1 1.2 -0.2 -0.183
H 1.69824 0.15398 -0.35988 -2.1 -0.4 -0.1 0.122
H 0.84404 -0.51557 1.07042 -1.1 0.7 -2.2 0.147
H 0.29133 -1.20479 -0.58133 0.4 2.1 0.8 0.091
```
Positions in Å, forces in eV/Å.

Calculated values
E_HOMO	-0.3429	Ha
Kohn-Sham gap	8.92	eV
ΔE to the lowest compared entry with this formula, charge and spin	36.89	kcal per mole
multiplicity	1

=====

3.
DFT (ωB97M-V with the def2-TZVPD basis set) results for a molecular structure, C27H64BrClFI2N21O14PS in a non-equilibrium geometry.

Structure (XYZ):
```
133
Properties=species:S:1:pos:R:3:forces:R:3:lowdin_charge:R:1
C -4.34328 3.15630 -5.71294 0.1 -0.1 -0.3 -0.162
C -4.29402 1.62302 -5.04821 -1.2 0.1 -1.0 -0.479
S -3.64474 1.64665 -3.25460 0.7 -0.7 -0.4 0.800
C -2.43401 0.18473 -3.01741 0.2 -0.3 -1.9 -0.426
C -1.14778 0.58021 -2.05313 -2.1 0.5 0.0 -0.375
P -0.38912 2.10619 -3.00695 4.4 1.9 -1.4 0.824
O 1.18334 2.00812 -2.81036 -5.6 0.3 -0.3 -0.356
O -1.08234 3.62923 -2.52814 1.5 -2.8 -2.7 -0.222
O -0.68695 1.99523 -4.75551 1.4 -0.5 2.9 -0.230
C -1.60896 0.93631 -0.52154 -1.1 0.6 1.2 -0.184
C -0.69408 2.00840 0.28690 -1.0 2.8 0.8 -0.082
C -1.67714 3.46137 0.61238 1.7 1.8 2.6 -0.152
C -1.37446 4.18478 2.16281 1.4 2.0 -5.9 0.002
O -0.88208 4.80480 0.71776 -2.7 -4.3 -0.5 -0.276
C -1.75694 -0.39897 0.47140 0.5 0.3 1.0 -0.261
C -3.10017 -0.37678 1.40950 -3.5 -1.4 -0.9 -0.580
I -2.83257 0.49566 3.44733 0.3 -0.8 -1.7 0.861
C -4.44781 -0.89990 1.06126 4.0 0.7 -0.2 -0.690
C -4.72511 -1.56908 -0.40410 0.3 -0.7 1.7 -0.134
I -6.13110 -0.83399 2.46771 1.4 -0.1 -1.3 0.769
N -1.53086 -1.71846 -0.28940 3.4 1.7 0.3 0.087
C -0.20797 -1.50094 -0.96005 0.8 -0.5 0.3 -0.184
N 0.86238 -2.28794 -0.51453 -2.7 1.8 -1.4 -0.323
Br 2.64222 -2.01107 -1.19422 -1.5 -0.1 0.6 0.954
C 0.65782 -3.34078 0.58765 -0.1 -0.1 2.7 -0.204
C 1.96566 -4.29421 0.84522 0.6 -0.8 -0.8 -0.638
C 2.19673 -5.41510 -0.37293 1.0 1.4 -0.1 -0.137
Cl 1.67023 -5.31710 2.40817 -0.1 1.3 -1.4 0.555
N -0.04615 -0.43294 -2.00379 -1.1 -3.1 0.6 -0.032
C 0.29794 -1.04486 -3.33800 1.5 -1.8 -0.6 -0.084
C -0.31437 -2.58704 -3.52931 3.7 -6.0 -2.9 -0.116
O 0.48483 -3.60177 -3.94069 -6.1 7.4 3.2 0.000
F -1.76421 -2.90759 -3.33658 4.2 1.4 -0.2 -0.017
H -3.56266 3.88955 -5.19003 -1.8 -1.7 -1.2 0.072
H -4.07353 3.05848 -6.87081 -0.5 0.3 2.6 0.091
H -5.43855 3.61963 -5.64735 2.6 -1.1 0.1 0.096
H -5.42346 1.25753 -4.95434 2.6 0.6 -0.3 0.086
H -3.69068 0.87998 -5.73880 -1.1 1.5 1.6 0.092
H -2.99399 -0.72595 -2.71527 0.5 0.7 0.3 0.038
H -2.13093 -0.09084 -4.12770 -0.1 0.8 2.3 0.091
H -1.05985 4.19821 -3.37244 0.0 -1.0 1.6 0.115
H 0.18179 1.69588 -5.19703 -1.4 0.8 1.2 0.106
H -2.71282 1.39168 -0.54692 2.4 -0.9 -0.3 0.138
H 0.27774 2.38046 -0.23381 -1.8 -0.8 0.6 0.114
H -0.42071 1.73927 1.39131 -0.6 -0.1 -2.3 0.095
H -2.85917 3.46902 0.18776 3.5 0.2 1.2 0.177
H -2.05468 5.12868 2.29553 1.1 -2.5 1.2 0.122
H -0.23641 4.10077 2.46157 -3.0 -0.4 0.7 0.126
H -0.83808 -0.38052 1.23319 -2.1 0.1 -1.6 0.133
H -5.81085 -1.53720 -0.69015 1.1 -0.1 0.5 0.072
H -4.33732 -2.70309 -0.47841 -0.9 2.6 0.3 0.123
H -4.19569 -0.89605 -1.08916 -0.1 -0.4 -0.1 0.016
H -2.23519 -1.93528 -0.96494 -0.5 0.1 -0.7 0.063
H 0.51342 -2.70137 1.58549 0.3 -1.4 -2.1 0.152
H -0.34843 -3.94115 0.45751 2.3 1.2 -0.2 0.157
H 2.96615 -3.68906 1.08450 -2.5 -1.2 -0.5 0.101
H 3.34021 -5.31518 -0.69353 -2.5 -0.4 0.7 0.094
H 1.56636 -5.05697 -1.29743 1.1 -1.0 1.7 0.068
H 1.97230 -6.51121 -0.02922 0.3 2.4 -0.7 0.084
H 1.47342 -1.18749 -3.44331 -2.7 0.1 0.3 0.107
H 0.01920 -0.46146 -4.27769 0.0 -0.5 1.7 0.130
C -0.97240 1.09840 7.13106 -0.1 -0.3 0.2 -0.721
O -2.05861 1.21381 6.58577 -0.5 0.1 -0.5 -0.060
N 0.02966 1.97734 6.94926 0.7 1.2 -0.6 0.153
N -0.68015 0.08209 7.96254 -0.2 -1.0 0.5 0.170
H 0.93093 1.89927 7.38945 -0.2 0.0 -0.1 0.101
H -0.14874 2.75757 6.33059 0.1 -0.3 0.3 0.109
H -1.40706 -0.60207 8.12679 0.1 0.1 0.0 0.101
H 0.20830 -0.02985 8.42082 -0.2 0.1 -0.1 0.104
C -6.50595 3.47353 2.99344 0.3 0.2 -0.4 -0.732
O -5.80593 3.82609 2.05740 0.2 0.0 -0.2 0.006
N -7.80052 3.82187 3.10505 -1.3 0.6 -0.3 0.154
N -6.04561 2.70514 3.99710 0.8 -0.8 0.8 0.142
H -8.39300 3.54140 3.86823 0.1 0.1 -0.1 0.099
H -8.18675 4.40021 2.37042 0.1 -0.2 0.3 0.115
H -5.07586 2.42060 3.95167 -0.4 0.1 0.1 0.025
H -6.60665 2.40470 4.77612 0.1 0.1 -0.1 0.100
C 4.13620 1.65351 -4.55458 -0.2 0.2 0.2 -0.726
O 3.26173 1.09529 -5.19816 -0.5 -0.4 -0.3 -0.001
N 3.88040 2.35379 -3.43482 -0.3 0.4 0.9 0.154
N 5.43387 1.61840 -4.90737 1.2 -0.5 -0.8 0.153
H 4.58693 2.82027 -2.89135 0.0 -0.1 -0.2 0.100
H 2.91588 2.40529 -3.13414 0.1 0.0 0.0 0.036
H 5.66966 1.10165 -5.74452 0.0 0.2 0.3 0.114
H 6.16811 2.07165 -4.39029 -0.2 0.0 -0.1 0.099
C 4.35422 -2.89620 4.63588 0.2 0.3 0.1 -0.719
O 4.07533 -2.26307 3.62996 -0.3 0.1 -0.7 0.000
N 5.21859 -2.44516 5.56277 0.8 0.7 0.5 0.165
N 3.82223 -4.10151 4.90764 -0.9 -1.2 -0.1 0.147
H 5.46087 -2.95192 6.39742 -0.1 0.0 -0.2 0.102
H 5.64183 -1.54148 5.39668 -0.1 0.0 0.0 0.077
H 3.16650 -4.47762 4.23532 0.3 0.1 0.3 0.015
H 4.03948 -4.63781 5.73050 0.0 0.1 -0.1 0.101
C 6.56043 -3.83373 -2.50743 0.2 -0.5 0.8 -0.722
O 6.58206 -4.33036 -1.39236 -0.2 0.0 0.0 0.025
N 5.90907 -2.68897 -2.78119 -1.0 1.4 0.2 0.152
N 7.18596 -4.38660 -3.56227 0.7 -1.0 -0.8 0.153
H 5.87981 -2.26456 -3.69287 0.0 -0.1 0.1 0.099
H 5.42478 -2.24011 -2.01481 0.5 -0.1 -0.3 0.061
H 7.68832 -5.24947 -3.39937 -0.1 0.3 -0.1 0.125
H 7.17958 -3.99258 -4.48781 0.3 0.1 0.3 0.094
C -3.80065 -2.65640 6.75935 0.2 0.1 0.6 -0.720
O -3.25386 -2.63568 7.85073 0.2 0.1 0.1 0.017
N -5.02555 -2.14125 6.54972 -1.3 0.6 0.2 0.159
N -3.22738 -3.19613 5.66862 1.0 -0.7 -0.9 0.154
H -5.49216 -2.14883 5.65845 0.1 0.0 0.1 0.063
H -5.49237 -1.72513 7.34488 0.2 -0.2 -0.3 0.116
H -2.30477 -3.59507 5.78301 -0.4 0.1 -0.1 0.112
H -3.66177 -3.22255 4.76169 0.0 0.0 0.2 0.088
C 4.15536 -3.48338 -6.22730 0.3 0.3 -0.9 -0.718
O 4.85538 -3.13082 -7.16334 0.1 0.0 0.1 0.028
N 2.86080 -3.13504 -6.11569 -1.3 0.7 -0.2 0.163
N 4.61570 -4.25177 -5.22365 0.9 -0.7 0.8 0.152
H 2.26831 -3.41551 -5.35251 0.0 0.0 -0.1 0.056
H 2.47456 -2.55670 -6.85033 0.2 -0.2 0.3 0.117
H 5.58545 -4.53631 -5.26907 -0.7 -0.1 0.0 0.079
H 4.05466 -4.55221 -4.44462 0.1 0.0 -0.1 0.103
C 5.66154 1.08360 3.53271 0.1 -0.5 0.5 -0.709
O 5.68317 0.58696 4.64779 0.0 -0.1 0.2 0.018
N 5.01017 2.22836 3.25896 -0.9 1.2 0.2 0.151
N 6.28707 0.53073 2.47787 0.8 -0.9 -0.7 0.159
H 4.98092 2.65277 2.34727 0.0 -0.1 0.2 0.096
H 4.52588 2.67721 4.02534 0.2 -0.1 -0.3 0.111
H 6.78943 -0.33214 2.64077 -0.2 0.3 -0.1 0.117
H 6.28068 0.92474 1.55233 0.0 -0.1 0.2 0.095
C -3.84224 6.59677 -2.11866 -0.6 0.3 -0.5 -0.711
O -4.56564 6.74772 -3.09046 0.0 -0.1 -0.1 0.022
N -3.84324 7.44292 -1.07284 -0.3 1.1 0.8 0.159
N -2.97934 5.57088 -2.00646 0.8 -1.2 -0.4 0.156
H -3.25500 7.33534 -0.26380 -0.1 0.0 -0.2 0.098
H -4.47840 8.22902 -1.11714 0.2 -0.3 0.0 0.115
H -2.94702 4.91049 -2.77215 -0.2 0.3 0.5 0.064
H -2.37574 5.42980 -1.21419 0.1 0.0 0.0 0.063
```
Positions in Å, forces in eV/Å.

Calculated values
charge	+1
E_HOMO	-0.4099	Ha
Kohn-Sham gap	6.46	eV
ΔE to the lowest compared entry with this formula, charge and spin	292.18	kcal per mole
multiplicity	1

=====

4.
DFT (ωB97M-V with the def2-TZVPD basis set) results for 3 unconnected molecules or ions with the total composition C3H12NO4 in a non-equilibrium geometry.

Structure (XYZ):
```
20
Properties=species:S:1:pos:R:3:forces:R:3:lowdin_charge:R:1
C 0.65905 -1.03052 1.38243 0.8 0.5 0.2 -0.227
O 1.47732 -1.82946 0.53724 -1.2 -2.6 0.3 -0.086
C -0.22406 0.09207 0.73969 1.8 1.2 0.5 -0.369
C -1.51687 -0.45294 0.17214 2.0 -3.1 -2.1 -0.237
O -2.00398 0.09149 -1.03379 -4.1 -2.2 3.2 -0.082
N -0.41525 1.13211 1.78328 2.0 -1.2 1.8 0.022
H 1.55340 -0.70335 1.89085 -0.8 1.8 1.7 0.100
H 0.09022 -1.69253 2.04757 -0.1 0.1 -0.2 0.110
H 0.41064 0.71167 0.06937 -0.7 -1.6 -0.9 0.109
H -1.25883 -1.64507 -0.07785 -0.7 2.6 0.8 0.154
H -2.19381 -0.48345 1.01922 -0.9 0.2 -0.3 0.101
H -1.38722 0.52708 -1.55985 3.3 2.1 -1.2 -0.040
H 0.46280 1.65438 1.82769 -0.3 -0.3 0.2 0.067
H -1.09515 1.82570 1.74227 -1.8 0.8 -0.9 0.029
H 1.62866 -1.41918 -0.27666 0.3 1.4 -2.2 0.013
H 0.99952 -0.97225 -2.41741 0.2 1.0 0.0 0.007
O 1.69104 -0.28396 -2.42458 0.0 0.8 0.6 -0.203
H 1.26029 0.65631 -2.12518 -0.6 -2.0 -0.6 0.031
H -0.07840 2.32749 -1.56361 -0.2 8.3 1.5 -0.172
O -0.05936 1.49441 -1.73283 1.0 -7.8 -2.2 -0.328
```
Positions in Å, forces in eV/Å.

Calculated values
charge	-1
E_HOMO	-0.1617	Ha
Kohn-Sham gap	8.38	eV
ΔE to the lowest compared entry with this formula, charge and spin	61.03	kcal per mole
multiplicity	1